A:
DFT (ωB97M-V with the def2-TZVPD basis set) results for a 15-piece molecular cluster, C30H90O15 overall.

XYZ file:
```
135
Properties=species:S:1:pos:R:3
C -25.48 15.13 14.54
C -25.57 15.49 13.08
O -24.92 14.47 12.26
H -26.04 14.22 14.76
H -25.89 15.91 15.20
H -24.46 14.99 14.90
H -25.04 16.42 12.85
H -26.61 15.59 12.76
H -23.98 14.56 12.47
C -29.01 13.82 11.22
C -29.96 12.65 11.34
O -31.21 13.08 11.87
H -28.60 14.13 12.18
H -29.47 14.68 10.73
H -28.15 13.49 10.63
H -29.49 11.88 11.97
H -30.10 12.21 10.34
H -31.83 12.35 11.74
C -29.84 14.31 15.22
C -31.29 13.85 15.22
O -31.53 13.13 16.43
H -29.60 15.07 15.97
H -29.55 14.73 14.26
H -29.18 13.47 15.47
H -31.46 13.25 14.32
H -31.91 14.76 15.11
H -32.46 13.23 16.66
C -21.50 12.53 13.97
C -20.98 13.66 13.09
O -22.05 14.07 12.18
H -20.75 12.28 14.72
H -21.68 11.63 13.39
H -22.37 12.91 14.50
H -20.04 13.41 12.58
H -20.76 14.52 13.73
H -21.63 14.78 11.67
C -23.50 18.90 12.92
C -22.06 18.50 13.15
O -21.93 17.09 13.45
H -23.65 19.99 12.94
H -24.09 18.52 13.75
H -23.88 18.56 11.96
H -21.60 19.05 13.98
H -21.44 18.79 12.29
H -21.90 16.66 12.59
C -25.59 13.78 17.75
C -24.76 12.53 17.57
O -23.40 12.80 17.94
H -25.09 14.70 17.43
H -25.88 13.90 18.80
H -26.53 13.82 17.19
H -24.81 12.26 16.50
H -25.23 11.69 18.09
H -22.87 12.06 17.62
C -28.92 18.56 18.52
C -28.92 17.41 17.53
O -27.89 17.55 16.54
H -27.93 18.73 18.96
H -29.61 18.40 19.35
H -29.23 19.50 18.04
H -29.87 17.34 16.99
H -28.77 16.48 18.08
H -27.01 17.30 16.93
C -20.70 16.64 17.04
C -22.01 15.97 16.68
O -22.93 16.91 16.08
H -20.82 17.43 17.79
H -20.20 17.03 16.16
H -20.01 15.95 17.54
H -22.48 15.53 17.56
H -21.86 15.17 15.95
H -22.63 17.04 15.16
C -26.23 11.15 13.92
C -24.74 10.92 13.75
O -24.28 9.87 14.62
H -26.52 12.00 13.29
H -26.42 11.47 14.95
H -26.81 10.29 13.62
H -24.17 11.78 14.08
H -24.49 10.71 12.70
H -24.80 9.07 14.46
C -26.69 16.93 10.27
C -25.26 16.89 9.78
O -24.64 18.16 9.89
H -27.09 15.93 10.46
H -27.33 17.41 9.52
H -26.81 17.52 11.19
H -25.27 16.60 8.73
H -24.64 16.19 10.33
H -25.09 18.80 9.34
C -24.88 18.77 19.32
C -25.08 17.35 18.81
O -25.27 17.24 17.40
H -25.15 18.80 20.38
H -25.49 19.51 18.80
H -23.83 19.08 19.25
H -25.97 16.92 19.28
H -24.25 16.71 19.13
H -24.37 17.23 17.00
C -21.23 10.70 8.66
C -21.35 11.85 9.62
O -22.49 11.72 10.48
H -21.19 9.73 9.18
H -20.26 10.74 8.17
H -22.03 10.64 7.93
H -21.49 12.76 9.01
H -20.41 12.02 10.16
H -22.42 12.46 11.12
C -25.31 20.21 15.55
C -26.14 19.42 14.54
O -27.53 19.66 14.71
H -24.24 19.99 15.43
H -25.55 19.89 16.57
H -25.46 21.28 15.42
H -25.91 18.35 14.72
H -25.88 19.64 13.51
H -27.88 19.09 15.42
C -29.33 17.51 12.88
C -30.41 17.65 13.95
O -31.73 17.77 13.42
H -29.43 18.38 12.22
H -29.49 16.65 12.23
H -28.36 17.44 13.36
H -30.17 18.54 14.54
H -30.37 16.79 14.63
H -31.94 16.92 13.03
C -26.00 13.90 8.21
C -25.19 13.13 9.23
O -24.62 11.97 8.62
H -26.46 14.77 8.68
H -26.82 13.27 7.87
H -25.40 14.18 7.35
H -25.81 12.82 10.09
H -24.39 13.75 9.67
H -23.94 11.64 9.23
```

Its highest occupied orbital energy is -9.5 eV. The orbital gap comes out at 9.3754 eV. Its net charge is 0.

B:
DFT (ωB97M-V with the def2-TZVPD basis set) results for a 15-piece molecular cluster, C30H90O15 overall.

XYZ file:
```
135
Properties=species:S:1:pos:R:3
C 0.09 3.08 3.93
C 1.09 3.89 3.21
C 2.38 3.20 2.73
O 0.51 4.39 1.95
H -0.84 3.71 4.11
H 0.43 2.72 4.90
H -0.20 2.24 3.30
H 1.40 4.69 3.82
H 3.11 2.91 3.46
H 2.92 3.88 2.09
H 2.13 2.28 2.16
H -0.23 4.97 2.10
C -1.36 -2.70 -3.91
C -0.81 -3.87 -3.12
C -0.49 -5.12 -3.89
O 0.30 -3.37 -2.33
H -0.58 -2.41 -4.62
H -1.56 -1.93 -3.15
H -2.22 -2.87 -4.53
H -1.60 -4.18 -2.43
H -1.52 -5.55 -4.16
H 0.01 -5.81 -3.20
H 0.01 -4.99 -4.84
H 1.05 -3.18 -2.94
C -3.89 -1.53 3.29
C -4.98 -2.60 3.57
C -6.26 -2.36 2.84
O -4.42 -3.85 3.21
H -4.19 -0.55 3.59
H -3.63 -1.39 2.23
H -2.91 -1.72 3.78
H -5.11 -2.59 4.65
H -6.93 -3.12 3.03
H -6.08 -2.12 1.77
H -6.60 -1.37 3.22
H -3.49 -3.74 3.29
C -2.30 5.97 0.01
C -2.72 5.19 -1.22
C -2.16 5.56 -2.57
O -2.42 3.80 -0.86
H -2.81 5.54 0.86
H -2.66 7.02 -0.26
H -1.23 5.96 0.20
H -3.84 5.23 -1.37
H -2.31 6.62 -2.79
H -2.65 5.07 -3.36
H -1.09 5.27 -2.64
H -2.38 3.31 -1.74
C 6.73 -0.53 -0.63
C 6.15 -1.89 -0.31
C 6.33 -2.35 1.13
O 4.73 -1.97 -0.55
H 6.70 -0.31 -1.69
H 7.75 -0.53 -0.27
H 6.16 0.30 -0.13
H 6.63 -2.60 -0.89
H 5.88 -1.69 1.85
H 7.37 -2.47 1.38
H 5.83 -3.35 1.11
H 4.30 -1.15 -0.12
C 3.28 3.76 -1.77
C 2.84 5.09 -2.30
C 3.54 5.50 -3.61
O 1.44 5.03 -2.70
H 2.78 3.64 -0.83
H 4.31 3.80 -1.45
H 3.23 2.97 -2.53
H 2.95 5.87 -1.62
H 3.59 4.77 -4.41
H 4.55 5.81 -3.25
H 3.04 6.39 -4.11
H 0.95 4.45 -2.14
C 1.20 -4.33 1.98
C -0.20 -3.71 1.71
C -0.81 -4.24 0.44
O -1.03 -4.04 2.85
H 1.08 -5.40 2.06
H 1.64 -4.09 2.97
H 1.95 -4.13 1.28
H -0.09 -2.62 1.79
H -1.04 -5.30 0.50
H -0.06 -4.15 -0.33
H -1.69 -3.70 0.20
H -1.10 -4.97 2.86
C 1.62 -0.71 -0.10
C 0.19 -0.35 -0.55
C -0.64 -0.07 0.71
O 0.14 0.88 -1.40
H 2.39 -0.57 -0.83
H 1.71 -1.76 0.17
H 1.94 -0.18 0.78
H -0.23 -1.22 -1.11
H -0.43 -0.74 1.56
H -1.71 0.01 0.53
H -0.22 0.87 1.10
H 0.36 1.71 -0.87
C 2.02 -0.64 3.88
C 3.44 -1.08 3.36
C 4.21 -1.67 4.54
O 3.21 -1.97 2.32
H 1.48 -0.24 3.06
H 2.11 0.00 4.77
H 1.47 -1.53 4.25
H 4.03 -0.25 3.00
H 4.73 -0.93 5.15
H 4.98 -2.33 4.11
H 3.62 -2.28 5.27
H 4.04 -2.48 2.19
C -6.84 -2.58 -1.39
C -5.67 -1.65 -1.21
C -4.74 -1.71 -2.36
O -6.30 -0.41 -0.90
H -7.33 -2.47 -2.38
H -7.59 -2.36 -0.68
H -6.50 -3.58 -1.29
H -5.15 -1.99 -0.29
H -4.44 -2.74 -2.62
H -3.87 -1.10 -2.24
H -5.21 -1.24 -3.27
H -5.66 0.30 -0.84
O 0.25 3.49 -0.70
H -0.72 3.62 -0.76
H 0.46 3.83 0.18
O 1.71 0.29 -3.48
H 1.38 0.64 -4.33
H 1.16 0.67 -2.74
O 3.18 -2.35 -3.10
H 3.75 -2.33 -2.34
H 2.72 -1.45 -3.13
O -3.99 1.48 -1.00
H -3.49 1.91 -0.30
H -4.27 2.24 -1.57
O -1.72 2.22 -3.05
H -1.09 1.70 -2.53
H -2.43 1.66 -3.44
```

Its highest occupied orbital energy is -9.7 eV. The orbital gap comes out at 9.9493 eV. Its net charge is 0.

Unit: kJ/mol. Relative energies: A 189.6; B 0.0.

A:
DFT (ωB97M-V with the def2-TZVPD basis set) results for a 2-piece molecular cluster, HI3Si overall.

XYZ file:
```
5
Properties=species:S:1:pos:R:3
Si -1.00 0.24 -1.13
I 1.39 0.77 -1.24
I -1.71 -1.14 0.77
I 2.83 0.43 3.98
H -1.51 -0.30 -2.37
```

Its highest occupied orbital energy (spin up / spin down) is -10.0 / -8.0 eV. The orbital gap (spin up / spin down) comes out at 8.3460 / 4.7367 eV. Its net charge is 0.

B:
DFT (ωB97M-V with the def2-TZVPD basis set) results for a 2-piece molecular cluster, HI3Si overall.

XYZ file:
```
5
Properties=species:S:1:pos:R:3
Si 1.09 -0.13 -0.25
I -0.71 0.76 -1.53
I 1.58 0.93 1.93
I -3.98 -1.17 1.07
H 2.03 -0.39 -1.22
```

Its highest occupied orbital energy (spin up / spin down) is -10.0 / -7.8 eV. The orbital gap (spin up / spin down) comes out at 8.6535 / 4.5264 eV. Its net charge is 0.

Unit: kJ/mol. Relative energies: A 0.0; B 21.8.

A:
DFT (ωB97M-V with the def2-TZVPD basis set) results for a single C6H7NO3 molecule.

XYZ file:
```
17
Properties=species:S:1:pos:R:3
C 0.72 1.16 -2.30
C 0.67 1.46 -0.96
C 0.08 -0.06 -2.44
C 0.01 0.42 -0.30
C -0.57 -1.20 1.82
C -0.36 0.47 1.12
N -1.72 0.98 1.28
O -1.88 1.67 2.28
O -2.53 0.75 0.44
O -0.34 -0.50 -1.23
H 1.13 1.73 -3.09
H 1.08 2.48 -0.63
H 0.06 -0.64 -3.39
H -1.34 -1.65 1.22
H 0.36 -1.77 1.83
H -0.66 -1.10 2.92
H 0.35 0.85 1.86
```

Its highest occupied orbital energy is -8.9 eV. The orbital gap comes out at 9.2613 eV. Its net charge is 0. The SMILES is C[C@@H](c1ccco1)[N+](=O)[O-].

B:
DFT (ωB97M-V with the def2-TZVPD basis set) results for C6H7NO3 as an isolated structure.

XYZ file:
```
17
Properties=species:S:1:pos:R:3
O 1.17 -0.78 -2.60
C 0.22 -0.11 -2.25
C -0.05 0.27 -0.85
C -1.27 1.02 -0.34
O -0.46 1.89 0.49
C 0.72 1.32 -0.02
C 0.85 -0.12 0.30
C 0.32 -0.69 1.58
N -0.12 -1.95 1.62
H -0.52 0.26 -2.99
H -1.76 1.60 -1.14
H -2.01 0.46 0.24
H 1.54 1.97 -0.31
H 1.80 -0.55 -0.03
O 0.47 -0.15 2.69
H -0.78 -2.24 0.90
H -0.11 -2.19 2.69
```

Its highest occupied orbital energy is -9.9 eV. The orbital gap comes out at 10.2316 eV. Its net charge is 0.

Unit: kJ/mol. Relative energies: A 219.1; B 0.0.